w) ORCA calculation (wB97M-V/def2-TZVPD) on one molecule with the formula C7H11NO.

ORCA input file:
```
! wB97M-V def2-TZVPD RIJCOSX def2/J DEFGRID3
* xyz 0 1
C -0.300 1.730 -0.630
C -0.872 0.814 -1.419
C 1.742 0.953 0.656
C 0.170 0.885 0.501
C -0.637 -0.350 -0.435
C -1.931 -0.697 0.283
C 0.165 -1.491 -0.993
N 2.103 -0.040 1.501
O 2.454 1.772 0.139
H 0.106 2.770 -0.789
H -1.609 0.966 -2.265
H -0.077 1.182 1.604
H -1.799 -1.389 1.265
H -2.757 -1.158 -0.311
H -2.362 0.205 0.724
H 0.523 -2.262 -0.303
H 1.093 -1.322 -1.404
H -0.358 -1.906 -1.847
H 1.352 -0.645 1.840
H 2.993 -0.017 1.884
*
```

Calculated values
Orbital gap = 9.901 eV
SMILES = CC1(C)C=C[C@@H]1C(N)=O

Mulliken population analysis, charges in e, atoms 1 to 6: -0.260 -1.070 0.316 -0.405 1.801 -1.314

x) ORCA calculation (wB97M-V/def2-TZVPD) on a 2-piece molecular cluster, C7H11NO overall.

ORCA input file:
```
! wB97M-V def2-TZVPD RIJCOSX def2/J DEFGRID3
* xyz 0 1
C 0.811 0.796 -0.131
C -2.360 -1.909 0.063
C 1.237 1.211 1.271
C 1.958 0.306 -1.013
C 0.110 -1.196 0.323
C -1.181 -0.985 -0.032
N -1.968 1.272 -0.683
C -1.192 0.366 -0.386
O 0.986 -1.872 0.728
H 0.441 1.692 -0.631
H -1.699 2.209 -0.944
H -3.059 -1.588 0.840
H -2.905 -1.946 -0.883
H -2.021 -2.917 0.305
H 1.981 2.014 1.222
H 0.390 1.582 1.855
H 1.694 0.381 1.813
H 2.659 1.128 -1.193
H 2.520 -0.500 -0.539
H 1.597 -0.043 -1.984
*
```

Calculated values
Orbital gap = 8.921 eV

Mulliken population analysis, charges in e, atoms 1 to 6: 0.187 -1.315 -1.281 -1.382 0.614 0.106

y) ORCA calculation (wB97M-V/def2-TZVPD) on a 3-piece molecular cluster, C7H11NO overall.

ORCA input file:
```
! wB97M-V def2-TZVPD RIJCOSX def2/J DEFGRID3
* xyz 0 1
C 1.358 -2.015 1.784
C -2.096 0.103 -3.180
C 1.611 -0.681 1.882
C -2.049 -0.461 0.306
C 1.530 0.246 0.711
C -1.769 0.099 -1.050
C 1.451 1.735 1.014
N -1.951 -0.884 1.339
O 1.409 -0.107 -0.438
H 1.534 -2.543 2.718
H 1.087 -2.709 0.851
H -1.834 1.139 -3.370
H -1.357 -0.620 -3.298
H 2.086 -0.310 2.861
H -1.684 1.204 -0.946
H -0.714 -0.271 -1.138
H -3.034 -0.089 -3.548
H 2.576 1.986 1.333
H 0.739 1.925 1.958
H 1.105 2.253 0.213
*
```

Calculated values
Orbital gap = 9.938 eV

Mulliken population analysis, charges in e, atoms 1 to 6: -0.641 -0.696 -0.259 0.265 0.928 -0.353

Which structure loses on stability? y) does.

w) ORCA calculation (wB97M-V/def2-TZVPD) on one molecule with the formula C7H11NO.

ORCA input file:
```
! wB97M-V def2-TZVPD RIJCOSX def2/J DEFGRID3
* xyz 0 1
C -0.748 -1.182 -0.057
C 0.671 -1.327 0.098
C -2.871 0.020 0.029
C -1.412 -0.057 0.222
C 1.564 -0.342 -0.035
C 3.019 -0.613 0.221
C 1.292 1.049 -0.516
N -3.405 1.249 0.290
O -3.571 -0.913 -0.312
H -1.316 -2.038 -0.399
H 1.026 -2.323 0.332
H -0.935 0.803 0.659
H 3.186 -1.641 0.529
H 3.385 0.049 1.007
H 3.611 -0.415 -0.673
H 1.227 1.745 0.321
H 0.369 1.101 -1.088
H 2.116 1.381 -1.148
H -2.825 2.059 0.423
H -4.383 1.394 0.098
*
```

Calculated values
Orbital gap = 9.260 eV
SMILES = CC(C)=C/C=C/C(N)=O

Mulliken population analysis, charges in e, atoms 1 to 6: -0.287 -0.508 0.463 -0.565 1.184 -1.354

x) ORCA calculation (wB97M-V/def2-TZVPD) on one molecule with the formula C7H11NO.

ORCA input file:
```
! wB97M-V def2-TZVPD RIJCOSX def2/J DEFGRID3
* xyz 0 1
C 1.548 -0.518 0.093
C 2.404 0.195 0.944
C 0.806 1.618 1.848
C 0.227 -0.196 0.051
C -1.043 -0.685 -2.078
C -1.998 0.525 -0.019
C -0.963 -0.562 -0.535
N 2.033 1.193 1.756
O -1.378 -1.928 0.026
H 2.094 -1.234 -0.487
H 3.453 -0.212 0.956
H 0.425 2.408 2.391
H -0.029 -0.289 -2.470
H -1.218 -1.693 -2.469
H -1.879 -0.230 -2.556
H -1.768 1.033 0.901
H -3.007 0.014 0.139
H -1.901 1.433 -0.751
H 2.746 1.552 2.446
H -0.551 -2.424 -0.185
*
```

Calculated values
Orbital gap (spin up / spin down) = 6.518 / 6.547 eV

Mulliken population analysis, charges in e, atoms 1 to 6: -0.031 -0.426 -0.604 -1.162 -1.441 -1.445

y) ORCA calculation (wB97M-V/def2-TZVPD) on a 2-piece molecular cluster, C7H11NO overall.

ORCA input file:
```
! wB97M-V def2-TZVPD RIJCOSX def2/J DEFGRID3
* xyz 0 1
C -0.309 -2.385 -1.656
C -0.231 -0.912 -1.337
C 0.890 -0.549 -0.396
C 1.503 0.546 -0.891
O -1.139 -0.144 -1.590
H 1.455 -1.370 0.026
H 0.601 -2.715 -2.160
H -1.172 -2.586 -2.284
H -0.417 -2.969 -0.731
H 2.545 0.732 -0.686
H 0.956 1.387 -1.280
C -0.567 2.130 0.996
C -0.579 0.714 1.403
C 0.007 0.308 2.550
N -1.061 2.628 -0.044
H -1.557 1.948 -0.621
H 0.028 2.793 1.615
H -1.404 0.144 0.988
H 0.662 0.960 3.110
H -0.213 -0.659 2.989
*
```

Calculated values
Orbital gap = 9.677 eV
SMILES = [H]/N=C\C=C.C=CC(C)=O

Mulliken population analysis, charges in e, atoms 1 to 6: -1.290 0.820 -0.131 -0.830 -0.553 0.383

Which structure loses on stability? x) does.